{"formula": "C36H76N4O4", "method": "the ωB97M-V functional and the def2-TZVPD basis", "e_above_lowest_kj_mol": 324.2, "homo_lumo_gap_ev": 8.327, "smiles": "CC1(C)CCCC(C)(C)N1O.CC1(C)CCCC(C)(C)N1O.CC1(C)CCCC(C)(C)N1O.CC1(C)CCCC(C)(C)N1O", "homo_ev": -7.979, "elements": ["O", "O", "O", "O", "N", "N", "N", "N", "C", "C", "C", "C", "C", "C", "C", "C", "C", "C", "C", "C", "C", "C", "C", "C", "C", "C", "C", "C", "C", "C", "C", "C", "C", "C", "C", "C", "C", "C", "C", "C", "C", "C", "C", "C", "H", "H", "H", "H", "H", "H", "H", "H", "H", "H", "H", "H", "H", "H", "H", "H", "H", "H", "H", "H", "H", "H", "H", "H", "H", "H", "H", "H", "H", "H", "H", "H", "H", "H", "H", "H", "H", "H", "H", "H", "H", "H", "H", "H", "H", "H", "H", "H", "H", "H", "H", "H", "H", "H", "H", "H", "H", "H", "H", "H", "H", "H", "H", "H", "H", "H", "H", "H", "H", "H", "H", "H", "H", "H", "H", "H"], "coordinates": [[7.181, 4.941, -0.124], [-0.423, 5.116, 4.608], [-7.730, -1.587, -0.470], [-0.165, -1.932, -2.071], [-0.753, 4.105, 3.719], [-7.211, -2.692, -1.188], [0.401, -2.838, -1.199], [6.880, 3.676, -0.666], [-4.914, -2.346, -0.261], [0.882, -1.053, 0.459], [7.051, 1.245, -0.590], [-2.538, 3.283, 5.160], [0.414, -4.252, -1.624], [2.111, -4.736, 0.240], [1.632, 3.766, 2.807], [5.067, 2.181, -1.521], [-5.207, -3.688, -2.373], [-8.190, -3.035, -2.222], [5.527, 3.585, -1.172], [4.532, 3.947, 0.003], [0.160, 4.143, 2.552], [1.394, -2.318, -0.227], [-1.540, 1.815, 3.355], [2.672, -2.088, -1.072], [9.023, 2.681, -0.162], [5.397, 4.563, -2.332], [-9.445, -3.611, -1.599], [7.509, 2.579, 0.035], [-1.268, 2.894, 4.395], [-5.577, -1.286, -2.428], [1.820, -3.382, 0.848], [7.219, 2.532, 1.579], [1.258, -4.515, -2.921], [-7.599, -4.189, -3.047], [-0.572, 1.689, 2.223], [0.902, -5.225, -0.569], [5.514, 1.023, -0.646], [-0.039, 5.504, 1.808], [-6.129, -4.004, -3.518], [-8.621, -1.919, -3.200], [-0.271, 2.401, 5.509], [-1.078, -4.517, -1.947], [-0.340, 3.067, 1.518], [-5.782, -2.504, -1.494], [-7.721, -5.114, -2.482], [0.760, 6.244, 1.896], [-9.262, -4.259, -0.735], [-5.956, -4.957, -4.023], [1.038, -3.427, 1.611], [-0.923, 1.676, 6.001], [4.731, 4.879, 0.548], [6.316, 4.704, -2.902], [-0.009, 3.131, 6.273], [0.689, -0.276, -0.286], [5.249, 1.945, -2.574], [-3.175, 2.403, 5.269], [2.004, -3.758, -3.163], [1.430, -0.467, 1.199], [2.265, 3.683, 1.926], [2.095, 4.349, 3.609], [-8.748, -0.976, -2.662], [0.612, 1.941, 5.066], [-1.183, -5.540, -2.315], [7.667, 0.508, -0.067], [-1.612, -3.835, -2.601], [-0.045, -1.338, 0.962], [-3.137, 4.013, 4.612], [9.616, 1.921, 0.351], [6.728, 4.809, 0.728], [-4.231, -3.292, -2.651], [5.306, 5.588, -1.958], [-7.986, -2.022, 0.350], [3.542, 4.267, -0.330], [0.468, 4.884, 4.926], [-0.989, 0.940, 1.544], [1.164, -6.255, -0.805], [-8.166, -4.243, -3.978], [5.320, 0.149, -1.267], [2.500, -1.119, -1.551], [1.671, 2.775, 3.270], [-5.096, -4.591, -1.768], [-1.472, 0.844, 3.867], [8.081, 2.916, 2.131], [-3.858, -2.249, -0.522], [6.351, 3.096, 1.928], [7.105, 1.542, 2.027], [-6.019, -0.325, -2.155], [0.051, -5.305, 0.120], [-9.917, -2.810, -1.016], [3.973, 2.188, -1.485], [2.956, -2.872, -1.760], [-5.156, -1.463, 0.329], [-2.596, 1.709, 3.095], [-1.078, -1.879, -1.762], [3.034, -4.828, -0.334], [5.072, 0.983, 0.347], [-7.984, -1.646, -4.040], [2.196, -5.481, 1.035], [9.451, 3.587, 0.276], [0.338, 1.196, 2.572], [-4.989, -3.285, 0.292], [-1.532, -4.508, -0.952], [-10.158, -4.087, -2.266], [-9.617, -2.157, -3.575], [3.536, -1.835, -0.448], [7.483, 1.184, -1.594], [9.228, 2.719, -1.231], [0.622, -4.667, -3.795], [2.654, -2.866, 1.323], [-2.308, 3.741, 6.121], [-4.527, -0.974, -2.487], [-6.078, -3.240, -4.293], [0.315, 2.903, 0.663], [-0.243, 5.426, 0.740], [-5.790, -1.481, -3.477], [4.522, 4.394, -2.960], [1.918, -5.387, -2.985], [-0.903, 6.024, 2.224], [-1.306, 3.407, 1.141], [4.561, 3.125, 0.715]]}